Arrangement 1

The following is a quantum chemistry calculation of a 2-piece molecular cluster, C4H9ClN overall, from the Open Molecules 2025 dataset.

Geometry (Å):
C (3.046, 0.974, 0.025)
C (-1.531, 0.889, 0.841)
C (2.436, -0.022, -0.538)
C (-2.222, -1.125, -0.428)
N (-1.398, -0.138, 0.036)
Cl (1.440, -1.149, 0.313)
H (3.701, 1.703, -0.604)
H (2.940, 1.284, 1.089)
H (-2.399, 1.022, 1.372)
H (-0.650, 1.401, 1.068)
H (2.504, -0.314, -1.553)
H (-3.263, -1.135, 0.073)
H (-2.512, -0.911, -1.567)
H (-1.729, -2.127, -0.234)
H (-0.363, -0.352, 0.105)

## Properties
HOMO = -13.9 eV
Total charge = +1

Arrangement 2

The following is a quantum chemistry calculation of an isolated ion of composition C4H9ClN and charge +1, from the Open Molecules 2025 dataset.

Geometry (Å):
C (-0.585, 0.514, 1.047)
C (-0.193, 0.593, -1.100)
C (-1.622, 0.900, -0.022)
C (0.755, -1.418, 0.041)
N (0.496, 0.070, 0.147)
Cl (-2.924, -0.168, -0.347)
H (-0.373, 1.416, 1.609)
H (-0.868, -0.164, 1.801)
H (-0.325, -0.027, -1.997)
H (0.154, 1.514, -1.612)
H (-1.888, 1.975, -0.075)
H (1.616, -1.656, 0.735)
H (-0.206, -1.978, 0.397)
H (0.908, -1.699, -1.055)
H (1.485, 0.448, 0.048)

## Properties
HOMO = -14.6 eV
Total charge = +1
SMILES string = C[N@H+]1C[C@@H](Cl)C1

Most stable: arrangement 2

Arrangement 1

The following is a quantum chemistry calculation of a 2-piece molecular cluster, C4H9IN2 overall, from the Open Molecules 2025 dataset.

Geometry (Å):
C (-1.374, -1.354, 0.507)
C (-1.578, -2.352, -0.546)
C (1.027, 0.491, 1.239)
C (1.324, 1.999, -0.673)
N (-0.259, 0.185, -0.741)
N (0.577, 0.786, -0.172)
I (-2.860, 0.224, 0.497)
H (-0.874, -2.036, -1.398)
H (-1.224, -3.391, -0.045)
H (-2.538, -2.479, -1.144)
H (0.800, -0.520, 1.325)
H (2.009, 0.627, 1.400)
H (0.462, 1.035, 1.999)
H (1.922, 1.799, -1.560)
H (0.567, 2.752, -0.855)
H (2.019, 2.235, 0.167)

## Properties
HOMO = -7.6 eV

Arrangement 2

The following is a quantum chemistry calculation of one molecule with the formula C4H9IN2, from the Open Molecules 2025 dataset.

Geometry (Å):
C (-0.624, -0.851, 0.734)
C (-1.827, -1.388, -0.057)
C (0.647, 0.003, 0.110)
C (1.554, -0.704, -0.787)
N (-0.240, 2.186, 0.618)
N (0.553, 1.317, -0.096)
I (-3.361, 0.075, -0.434)
H (-1.003, -0.340, 1.771)
H (0.061, -1.820, 0.929)
H (-1.536, -1.735, -1.075)
H (1.832, -0.152, -1.729)
H (1.089, -1.634, -1.156)
H (2.431, -0.965, -0.339)
H (-0.918, 1.623, 1.115)
H (0.359, 2.665, 1.288)
H (0.984, 1.719, -0.892)

## Properties
HOMO (alpha / beta) = -6.3 / -7.4 eV

Most stable: arrangement 2

Arrangement 1

The following is a quantum chemistry calculation of one molecule with the formula CH3IO2, from the Open Molecules 2025 dataset.

Geometry (Å):
C (-0.311, -0.232, -0.102)
O (-1.431, 0.519, -0.301)
O (0.830, 0.570, 0.380)
I (2.704, -0.323, 0.068)
H (-0.310, -1.119, 0.719)
H (0.005, -0.673, -1.076)
H (-1.486, 1.258, 0.311)

## Properties
HOMO = -9.7 eV
SMILES string = OCOI

Arrangement 2

The following is a quantum chemistry calculation of a 2-piece molecular cluster, CH3IO2 overall, from the Open Molecules 2025 dataset.

Geometry (Å):
C (-1.206, -0.064, 0.081)
O (-0.708, -1.155, 0.058)
O (1.492, 1.395, -0.237)
I (2.403, -0.150, -0.216)
H (-1.516, 0.525, 0.971)
H (-1.520, 0.379, -0.856)
H (1.055, -0.930, 0.200)

## Properties
HOMO = -8.7 eV

Most stable: arrangement 1

Arrangement 1

The following is a quantum chemistry calculation of a 2-piece molecular cluster, CH3IO2 overall, from the Open Molecules 2025 dataset.

Geometry (Å):
C (0.194, 0.725, -0.681)
O (-0.048, -0.257, 0.172)
O (2.054, 1.285, -0.463)
I (3.110, -0.267, -0.047)
H (0.163, 0.754, -1.831)
H (-0.010, 1.639, -0.113)
H (0.235, -1.143, -0.101)

## Properties
HOMO = -8.5 eV

Arrangement 2

The following is a quantum chemistry calculation of one molecule with the formula CH3IO2, from the Open Molecules 2025 dataset.

Geometry (Å):
C (0.614, -0.113, -0.228)
O (0.156, 1.017, 0.317)
O (0.071, -1.267, 0.335)
I (2.840, 0.050, 0.041)
H (0.565, -0.085, -1.286)
H (0.300, 0.995, 1.354)
H (-0.593, -0.969, 0.936)

## Properties
HOMO = -9.4 eV
SMILES string = OC(O)I

Most stable: arrangement 2

Arrangement 1

The following is a quantum chemistry calculation of a 2-piece molecular cluster, C3H8OS overall, from the Open Molecules 2025 dataset.

Geometry (Å):
O (1.222, 2.681, 0.138)
C (1.900, 2.419, -0.906)
H (1.829, 3.090, -1.790)
H (2.747, 1.696, -0.898)
C (-0.229, -0.293, -0.561)
S (-1.442, -1.646, -0.512)
C (-1.478, -1.961, 1.256)
H (0.765, -0.548, -0.202)
H (-0.110, 0.154, -1.547)
H (-0.631, 0.502, 0.065)
H (-1.688, -1.061, 1.842)
H (-0.561, -2.428, 1.603)
H (-2.322, -2.606, 1.512)

## Properties
Expectation value of S² = 0.753
2S+1 = 2
HOMO (alpha / beta) = 0.4 / -2.9 eV
Total charge = -1

Arrangement 2

The following is a quantum chemistry calculation of a 2-piece molecular cluster, C3H8OS overall, from the Open Molecules 2025 dataset.

Geometry (Å):
C (0.034, 1.425, 0.417)
O (0.379, 2.477, 1.593)
C (-0.520, 2.164, -0.629)
C (0.719, -2.975, -0.627)
S (-0.841, -3.079, 0.062)
H (1.013, 1.073, 0.134)
H (-0.469, 0.569, 1.041)
H (0.108, 3.303, 1.078)
H (0.166, 2.481, -1.461)
H (-1.622, 2.336, -0.660)
H (1.320, -3.589, 0.013)
H (1.038, -2.019, -0.437)
H (-1.325, -4.166, -0.524)

## Properties
Expectation value of S² = 0.756
2S+1 = 2
HOMO (alpha / beta) = -1.2 / -1.2 eV
Total charge = -1

Most stable: arrangement 1

Arrangement 1

The following is a quantum chemistry calculation of a 14-piece molecular cluster, C5H35NO13 overall, from the Open Molecules 2025 dataset.

Geometry (Å):
N (-2.686, 2.379, -0.233)
C (-1.464, 2.154, -0.889)
C (-0.786, 0.967, -0.616)
C (-0.807, 0.072, 0.410)
C (0.056, -0.857, 0.724)
C (-1.088, 2.973, -2.001)
H (-3.246, 3.177, -0.164)
H (-3.126, 1.721, 0.248)
H (0.028, 0.888, -1.425)
H (-1.493, 0.190, 1.288)
H (0.198, -1.596, 1.613)
H (0.824, -1.097, 0.104)
H (-1.914, 2.901, -2.845)
H (-0.183, 2.502, -2.409)
H (-0.703, 3.886, -1.813)
H (-0.685, -2.660, -0.239)
H (-0.271, -3.851, -1.121)
O (0.096, -3.188, -0.535)
H (3.704, 0.095, -1.032)
H (2.162, -0.252, -1.060)
O (2.882, 0.422, -1.189)
H (-2.886, -0.575, -0.127)
H (-3.194, -0.499, -1.580)
O (-3.486, -0.261, -0.742)
H (-0.091, 0.644, 3.250)
H (-1.208, 0.790, 4.157)
O (-0.668, 0.165, 3.789)
H (-0.959, -0.215, -2.815)
H (-1.518, -1.456, -3.060)
O (-1.903, -0.546, -2.979)
H (1.132, -1.875, -3.336)
H (0.643, -2.238, -1.836)
O (0.721, -1.559, -2.491)
H (-3.506, -3.071, 0.216)
H (-2.226, -2.788, 1.016)
O (-2.617, -3.074, 0.172)
H (2.260, 2.253, -0.014)
H (3.297, 3.163, 0.515)
O (2.324, 3.114, 0.442)
H (2.683, -0.220, 1.224)
H (3.417, -0.138, 2.320)
O (3.579, -0.228, 1.457)
H (-0.513, 2.219, 1.896)
H (1.059, 2.686, 2.175)
O (0.144, 2.429, 2.589)
H (-0.800, -2.280, 2.421)
H (-0.228, -3.391, 1.414)
O (-0.962, -3.168, 2.050)
H (1.586, -0.697, 3.849)
H (2.326, 0.699, 3.741)
O (2.433, -0.307, 3.789)
H (1.964, -0.529, -3.672)
H (2.840, 0.292, -2.891)
O (2.857, -0.167, -3.756)

## Properties
HOMO = -8.1 eV

Arrangement 2

The following is a quantum chemistry calculation of a 13-piece molecular cluster, C5H35NO13 overall, from the Open Molecules 2025 dataset.

Geometry (Å):
C (-2.630, -1.114, 2.650)
N (-1.679, -0.811, 1.522)
C (-0.870, -2.024, 1.112)
C (-1.827, -3.112, 0.550)
C (-2.863, -2.426, -0.303)
O (-3.118, -2.630, -1.470)
C (0.072, -1.336, 0.075)
H (-2.889, -0.206, 3.223)
H (-2.205, -1.824, 3.346)
H (-3.581, -1.456, 2.191)
H (-1.239, 0.131, 1.556)
H (-0.355, -2.483, 2.023)
H (-1.225, -3.819, -0.272)
H (-2.345, -3.673, 1.363)
H (-3.617, -1.806, 0.056)
H (-0.435, -0.552, -0.502)
H (0.956, -0.808, 0.523)
H (0.588, -2.048, -0.682)
H (-0.941, 2.588, 3.047)
H (-0.524, 1.924, 4.263)
O (-1.241, 1.980, 3.722)
H (-1.648, 1.472, -2.688)
H (-0.972, 2.744, -2.754)
O (-0.951, 1.855, -3.164)
H (-3.979, 1.970, -0.153)
H (-3.036, 0.912, -0.547)
O (-3.295, 1.897, -0.709)
H (0.910, 2.114, -3.195)
H (1.693, 1.220, -4.245)
O (1.756, 1.803, -3.514)
H (2.162, 1.450, 2.429)
H (1.500, 0.294, 3.444)
O (1.953, 1.127, 3.337)
H (2.134, 0.300, -2.548)
H (2.319, -1.204, -2.794)
O (2.569, -0.497, -2.184)
H (-0.016, 2.581, 0.185)
H (1.441, 2.840, 0.162)
O (0.832, 2.269, 0.649)
H (-1.927, 2.890, -0.809)
H (-1.223, 4.207, -0.298)
O (-1.539, 3.764, -1.045)
H (3.434, -1.139, 2.990)
H (2.101, -1.847, 2.337)
O (2.740, -1.784, 3.087)
H (2.703, 3.106, -1.901)
H (3.652, 2.630, -0.841)
O (2.887, 3.160, -0.917)
H (3.997, -1.797, 0.565)
H (3.097, -1.148, -0.388)
O (3.011, -1.704, 0.425)
H (1.668, -3.673, -2.166)
H (0.619, -3.333, -3.288)
O (1.600, -3.344, -3.068)

## Properties
HOMO = -9.0 eV

Most stable: arrangement 2

Arrangement 1

The following is a quantum chemistry calculation of one molecule with the formula C3H4FN3, from the Open Molecules 2025 dataset.

Geometry (Å):
C (-0.964, -1.183, 0.713)
C (0.406, 0.487, 0.089)
C (1.635, 1.099, -0.428)
N (0.173, -0.504, 0.781)
N (-1.642, 0.101, -1.101)
N (-1.805, -0.755, -0.238)
F (2.270, 1.713, 0.687)
H (-0.970, -1.884, 1.499)
H (1.517, 1.880, -1.179)
H (2.166, 0.235, -0.701)
H (-2.785, -1.191, -0.122)

## Properties
HOMO = -8.0 eV

Arrangement 2

The following is a quantum chemistry calculation of one molecule with the formula C3H4FN3, from the Open Molecules 2025 dataset.

Geometry (Å):
C (0.489, 0.114, 0.149)
C (-1.630, 0.455, -0.314)
C (1.176, 0.079, 1.439)
N (0.686, -0.340, -0.957)
N (-1.593, -0.166, -1.396)
N (-0.342, -0.619, -1.735)
F (-2.672, 0.992, 0.201)
H (0.477, -0.356, 2.176)
H (2.067, -0.466, 1.306)
H (1.491, 1.024, 1.943)
H (-0.149, -0.718, -2.813)

## Properties
HOMO = -8.8 eV

Most stable: arrangement 2